[1]
Molecular formula: C25H42CeClN7O4S2
Method: DFT, the ωB97M-V functional and the def2-TZVPD basis

## Properties
- frontier orbital gap (spin up / spin down) (eV) = 4.317 / 4.509
- net charge = +2
- E_HOMO (spin up / spin down) (eV) = -13.0314 / -13.0314

Positions of all 82 atoms, in Å:
Ce  -1.425  2.445  -0.923
Cl  0.401  -5.071  -1.202
S  0.554  0.125  -0.909
S  -1.620  -1.487  -4.262
O  -0.362  4.258  -1.474
O  -1.565  4.330  0.335
O  0.610  -1.063  4.146
O  -2.702  4.352  -4.289
N  -3.595  -1.246  -5.994
N  -1.455  1.600  -3.323
N  -1.108  1.547  1.349
N  0.054  1.323  3.164
N  -1.484  -0.534  -6.732
N  -2.963  3.746  -2.060
N  -1.236  1.105  3.532
C  -0.870  -1.000  -0.891
C  -1.723  -0.147  -8.132
C  -2.857  3.525  -3.439
C  0.912  -4.266  1.332
C  2.200  -0.249  5.867
C  3.143  0.921  6.191
C  2.954  -1.552  6.176
C  -2.600  5.135  -1.642
C  1.008  -0.194  6.842
C  -2.804  2.046  -3.780
C  1.585  -3.505  2.278
C  1.435  -0.304  -2.429
C  0.130  1.577  1.874
C  2.852  -2.457  0.552
C  1.693  -0.179  4.379
C  3.333  -1.752  2.911
C  1.226  -4.119  -0.011
C  2.213  -3.233  -0.407
C  2.766  -0.359  3.281
C  2.548  -2.571  1.907
C  -1.384  4.734  -0.848
C  1.118  1.247  4.176
C  -4.423  -1.069  -7.193
C  -1.909  1.261  2.434
C  -2.293  -1.036  -5.792
H  0.645  1.603  5.081
H  3.604  0.287  3.553
H  -4.008  -1.588  -8.053
H  3.957  -1.554  5.752
H  0.328  -1.040  6.721
H  1.043  1.803  1.352
H  1.976  -1.231  -2.243
H  2.351  0.047  2.347
H  3.066  -1.638  7.258
H  2.496  -3.177  -1.453
H  -0.636  -1.863  -1.509
H  -1.531  -0.976  -8.811
H  4.308  -1.565  2.459
H  -2.937  1.935  -4.849
H  2.637  1.891  6.163
H  3.531  0.794  7.203
H  -2.983  1.165  2.389
H  -1.771  -0.533  -1.301
H  2.424  -2.451  5.839
H  0.415  0.719  6.764
H  0.741  -0.431  -3.258
H  -2.730  0.211  -8.285
H  4.004  0.956  5.519
H  -5.396  -1.501  -6.982
H  -0.518  -0.593  -6.462
H  3.521  -2.349  3.794
H  2.142  0.500  -2.628
H  0.157  -4.983  1.633
H  -3.564  1.479  -3.250
H  0.611  -1.765  4.806
H  -1.030  -1.321  0.136
H  -3.357  5.569  -1.002
H  3.642  -1.773  0.245
H  1.915  1.928  3.893
H  -1.044  0.665  -8.379
H  -1.342  0.597  -3.626
H  -4.571  -0.020  -7.434
H  -4.036  -1.677  -5.202
H  1.364  -3.667  3.326
H  1.393  -0.233  7.861
H  -2.390  5.755  -2.506
H  -0.780  2.141  -3.858

---

[2]
Molecular formula: C4H12
Method: DFT, the ωB97M-V functional and the def2-TZVPD basis

## Properties
- SMILES = CC.CC
- frontier orbital gap (eV) = 12.922
- net charge = 0
- E_HOMO (eV) = -11.7849

Positions of all 16 atoms, in Å:
C  -0.815  -0.492  -2.241
C  -1.747  0.415  -1.375
C  0.519  0.021  1.866
C  2.080  0.016  1.838
H  0.202  -0.684  1.095
H  -1.257  -1.481  -2.361
H  2.477  0.960  2.190
H  -2.500  0.037  -0.696
H  0.153  0.985  1.531
H  2.387  -0.893  2.348
H  -1.089  1.046  -0.769
H  -0.832  -0.068  -3.239
H  2.391  -0.129  0.802
H  0.150  -0.529  -1.758
H  0.117  -0.339  2.806
H  -2.234  1.133  -2.038

---

[3]
Molecular formula: C4H8O2
Method: DFT, the ωB97M-V functional and the def2-TZVPD basis

## Properties
- SMILES = CC1OCCO1
- frontier orbital gap (eV) = 10.983
- net charge = 0
- E_HOMO (eV) = -9.8794

Positions of all 14 atoms, in Å:
O  0.479  -0.701  0.918
O  -0.292  0.716  -0.637
C  1.106  0.994  -0.617
C  1.683  -0.117  0.283
C  -2.024  -0.382  0.419
C  -0.561  -0.528  -0.033
H  1.256  2.001  -0.201
H  2.318  0.242  1.101
H  -0.504  -1.384  -0.740
H  1.469  0.989  -1.656
H  2.270  -0.845  -0.312
H  -2.153  0.452  1.117
H  -2.616  -0.135  -0.480
H  -2.434  -1.301  0.840

---

[4]
Molecular formula: C30H30AsN4O6Tl
Method: DFT, the ωB97M-V functional and the def2-TZVPD basis

## Properties
- frontier orbital gap (eV) = 5.277
- net charge = -2
- E_HOMO (eV) = -0.8851

Positions of all 72 atoms, in Å:
Tl  0.151  -0.277  0.072
As  -1.258  3.013  -1.750
O  -1.827  1.532  -1.322
O  3.838  -1.835  2.174
O  1.798  -1.017  1.719
O  2.932  5.155  2.415
O  1.199  3.890  2.482
O  -1.428  -1.821  -0.837
N  2.399  4.052  2.433
N  1.333  -2.326  -1.080
N  1.571  0.951  -0.831
N  2.001  -3.150  -2.999
C  2.706  -2.346  -1.099
C  4.903  0.686  2.477
C  0.922  -2.808  -2.238
C  -0.639  -0.010  3.720
C  -0.652  3.226  -3.568
C  3.141  -2.840  -2.286
C  -0.770  1.315  3.180
C  -3.053  -3.260  -3.715
C  2.033  0.975  -5.029
C  3.268  2.866  2.424
C  5.447  1.953  2.656
C  3.544  0.505  2.253
C  -2.847  -2.598  -2.529
C  -1.550  -2.421  -1.959
C  -1.976  -3.795  -4.429
C  -0.455  -2.962  -2.710
C  -1.108  -0.914  2.803
C  4.626  3.065  2.625
C  -1.526  -0.196  1.623
C  -0.704  -3.632  -3.910
C  0.818  0.193  -3.078
C  2.843  1.727  -4.170
C  3.009  -0.920  2.032
C  2.674  1.703  -2.802
C  1.021  0.212  -4.442
C  -2.697  4.315  -1.626
C  1.657  0.911  -2.157
C  0.134  3.701  -0.625
C  -1.331  1.219  1.934
C  2.707  1.616  2.228
H  -1.115  -1.989  2.906
H  0.346  -0.368  -5.068
H  0.320  2.752  -3.697
H  -3.673  -2.170  -1.974
H  3.330  2.279  -2.158
H  -2.270  -0.547  0.917
H  5.007  4.066  2.757
H  0.126  -4.062  -4.462
H  5.516  -0.206  2.494
H  1.968  -3.385  -3.973
H  -2.127  -4.321  -5.363
H  6.511  2.074  2.820
H  -0.421  2.225  3.647
H  0.518  4.639  -1.030
H  -0.264  3.864  0.376
H  -3.053  4.330  -0.597
H  -3.510  4.002  -2.280
H  3.637  2.342  -4.586
H  -1.586  2.015  1.248
H  2.181  0.989  -6.102
H  0.913  2.930  -0.584
H  -1.371  2.752  -4.234
H  -0.029  -0.355  -2.683
H  -0.585  4.294  -3.782
H  -4.062  -3.365  -4.101
H  3.277  -2.012  -0.250
H  -2.348  5.308  -1.913
H  1.645  1.501  2.068
H  4.127  -2.994  -2.687
H  -0.175  -0.256  4.666

---

[5]
Molecular formula: C2H7N3
Method: DFT, the ωB97M-V functional and the def2-TZVPD basis

## Properties
- SMILES = [H]/N=C(\N)NC
- frontier orbital gap (eV) = 10.145
- net charge = 0
- E_HOMO (eV) = -9.1932

Positions of all 12 atoms, in Å:
N  -0.477  -0.702  -0.493
N  -1.077  1.255  0.604
N  1.195  0.823  0.142
C  -0.017  0.507  0.081
C  0.500  -1.810  -0.376
H  -0.890  2.232  0.714
H  1.410  1.700  0.568
H  0.139  -2.556  -1.090
H  -1.267  -1.005  0.071
H  -2.019  1.020  0.327
H  1.445  -1.509  -0.819
H  0.622  -2.221  0.621

---

[6]
Molecular formula: C5H13NO2
Method: DFT, the ωB97M-V functional and the def2-TZVPD basis

## Properties
- SMILES = CC(C)=O.NCCO
- frontier orbital gap (eV) = 9.712
- net charge = 0
- E_HOMO (eV) = -9.0415

Positions of all 21 atoms, in Å:
O  2.170  1.080  -0.973
O  -0.818  -2.232  0.268
N  -1.844  0.347  -0.049
C  1.428  0.855  -0.048
C  -1.149  -1.785  -1.037
C  1.727  -0.192  1.000
C  -1.076  -0.271  -1.062
C  0.590  2.184  0.616
H  -0.454  -2.192  -1.781
H  0.815  -0.740  1.229
H  -1.742  -0.159  0.826
H  0.262  2.786  -0.229
H  1.405  2.719  1.102
H  2.460  -0.909  0.612
H  -1.458  1.302  0.129
H  -0.122  2.002  1.421
H  2.110  0.272  1.910
H  -0.886  -3.191  0.295
H  -1.335  0.123  -2.047
H  0.085  0.096  -0.880
H  -2.168  -2.094  -1.300

---

[7]
Molecular formula: C3H7N3O
Method: DFT, the ωB97M-V functional and the def2-TZVPD basis

## Properties
- SMILES = [H]/N=C/NC(=O)NC
- frontier orbital gap (eV) = 10.662
- net charge = 0
- E_HOMO (eV) = -9.8197

Positions of all 14 atoms, in Å:
O  0.553  1.456  0.709
N  0.765  -0.352  -0.676
N  1.874  -0.346  -2.684
N  -0.828  -0.420  0.967
C  0.214  0.336  0.384
C  -1.915  0.374  1.518
C  1.676  0.205  -1.559
H  -2.326  0.979  0.704
H  0.238  -1.143  -1.019
H  -2.697  -0.306  1.862
H  -0.467  -1.121  1.606
H  2.136  1.114  -1.170
H  2.564  0.179  -3.218
H  -1.615  1.040  2.334

---

[8]
Molecular formula: C33H33NO7TeTi
Method: DFT, the ωB97M-V functional and the def2-TZVPD basis

## Properties
- frontier orbital gap (spin up / spin down) (eV) = 4.641 / 4.640
- net charge = -2
- E_HOMO (spin up / spin down) (eV) = -0.6926 / -0.6918

Positions of all 76 atoms, in Å:
Te  -0.812  -0.525  0.946
Ti  1.756  -1.937  -2.376
O  2.875  -3.208  -3.494
O  0.234  -2.809  -3.173
O  0.897  -7.554  -3.197
O  3.457  -6.194  -3.701
O  2.193  0.075  -4.419
O  3.006  -2.321  -0.845
O  -1.205  -5.521  -3.157
N  0.880  -1.600  -0.527
C  2.157  -2.609  1.371
C  -0.017  -5.304  -3.205
C  0.795  2.348  1.534
C  3.643  -2.911  3.253
C  0.182  3.447  -0.612
C  2.403  -5.655  -3.494
C  0.138  2.294  0.174
C  2.853  0.882  -2.192
C  -0.350  4.753  -2.712
C  -2.639  1.696  4.425
C  1.061  -6.372  -3.279
C  -3.615  1.517  0.256
C  -1.607  -0.059  -2.317
C  1.634  1.314  -4.749
C  -0.945  2.330  -2.378
C  -0.730  0.100  4.234
C  0.695  -4.018  -3.248
C  2.589  -3.406  4.015
C  -2.114  0.826  2.205
C  -3.217  1.550  1.715
C  3.427  -2.525  1.934
C  -1.850  0.901  3.590
C  -4.547  3.295  4.851
C  -3.992  2.334  2.580
C  1.114  -3.126  2.129
C  -3.714  2.429  3.935
C  1.325  -3.523  3.445
C  -0.497  1.144  -0.330
C  -0.997  1.148  -1.642
C  1.946  -2.135  -0.046
C  -0.374  3.491  -1.883
C  2.229  -0.207  -3.011
C  2.093  -4.211  -3.422
H  -4.842  2.881  2.175
H  0.138  -3.243  1.670
H  -5.425  3.685  4.330
H  4.235  -2.155  1.315
H  3.022  0.517  -1.178
H  4.636  -2.838  3.684
H  -4.678  1.746  0.140
H  2.752  -3.704  5.046
H  0.156  0.055  3.600
H  0.288  5.512  -2.254
H  -1.379  -0.991  -1.811
H  0.053  2.462  2.330
H  -0.455  0.527  5.205
H  -4.895  2.736  5.725
H  3.830  1.187  -2.602
H  -2.697  0.043  -2.375
H  -1.353  5.179  -2.814
H  -1.218  -0.145  -3.331
H  0.500  -3.923  4.026
H  0.679  4.330  -0.217
H  -1.360  2.329  -3.384
H  2.268  2.154  -4.439
H  -3.045  2.248  -0.326
H  -1.036  -0.939  4.405
H  -2.404  1.743  5.488
H  0.648  1.455  -4.290
H  1.486  3.194  1.581
H  -3.415  0.539  -0.182
H  2.229  1.784  -2.107
H  0.026  4.558  -3.720
H  1.526  1.348  -5.836
H  1.347  1.430  1.739
H  -3.975  4.152  5.223

---

[9]
Molecular formula: C30H36IrN5S3Si
Method: DFT, the ωB97M-V functional and the def2-TZVPD basis

## Properties
- frontier orbital gap (spin up / spin down) (eV) = 5.365 / 5.499
- net charge = 0
- 2S+1 = 5
- E_HOMO (spin up / spin down) (eV) = -5.5689 / -6.8052

Positions of all 76 atoms, in Å:
Ir  0.838  0.996  0.216
S  -1.313  0.526  -1.676
S  0.954  4.039  0.029
S  -1.749  4.698  1.281
Si  3.103  1.231  -0.668
N  1.322  0.447  2.403
N  -3.819  -0.235  -1.656
N  1.249  -1.276  -0.349
N  -2.417  -1.449  -0.230
N  -0.789  2.325  1.018
C  -4.927  -0.881  -1.248
C  -3.850  0.960  2.585
C  2.574  2.525  2.955
C  3.931  2.899  -0.931
C  -2.717  3.363  1.842
C  4.317  0.245  0.398
C  1.037  -0.704  3.027
C  2.115  1.153  3.244
C  -2.022  2.167  1.618
C  3.442  -0.473  -5.065
C  1.690  -0.764  4.325
C  -2.593  0.957  2.002
C  1.455  -1.956  -1.251
C  4.525  -0.557  -4.198
C  2.364  0.401  4.458
C  2.249  0.077  -4.614
C  0.136  -1.744  2.471
C  -3.974  3.367  2.430
C  -3.475  -2.104  0.179
C  -3.240  -3.147  1.228
C  1.708  -2.822  -2.400
C  3.217  0.462  -2.412
C  -4.541  2.155  2.797
C  -4.782  -1.849  -0.299
C  0.710  -3.980  -2.468
C  2.143  0.533  -3.304
C  -6.223  -0.478  -1.869
C  4.409  -0.090  -2.894
C  -2.547  -0.457  -1.151
C  -0.486  3.586  0.770
H  -5.521  2.137  3.256
H  1.838  3.242  3.337
H  1.653  -2.195  -3.292
H  4.231  0.549  1.445
H  5.463  -0.976  -4.543
H  -2.042  0.038  1.839
H  1.399  0.153  -5.282
H  3.526  2.730  3.446
H  -6.432  0.573  -1.662
H  4.071  3.456  -0.001
H  -3.881  0.514  -2.333
H  -0.528  -2.112  3.257
H  -6.184  -0.608  -2.951
H  3.532  -0.822  -6.086
H  -3.044  -2.654  2.183
H  5.267  -0.170  -2.232
H  -0.312  -3.603  -2.489
H  -4.497  4.299  2.605
H  1.628  -1.586  5.021
H  2.735  -3.181  -2.330
H  -4.098  -3.806  1.347
H  -2.356  -3.732  0.975
H  2.969  0.731  5.287
H  1.206  0.964  -2.967
H  0.719  -2.596  2.108
H  4.112  -0.829  0.349
H  2.642  2.699  1.883
H  3.342  3.521  -1.608
H  -5.637  -2.394  0.070
H  0.815  -4.639  -1.607
H  -7.037  -1.080  -1.473
H  5.355  0.411  0.090
H  4.912  2.730  -1.385
H  -0.450  -1.369  1.632
H  0.884  -4.563  -3.372
H  -4.304  0.024  2.889

---

[10]
Molecular formula: C8H13BrN2O2
Method: DFT, the ωB97M-V functional and the def2-TZVPD basis

## Properties
- SMILES = CN[C@@H]1[C@H](C)C[C@]1(Br)/C=C/[N+](=O)[O-]
- frontier orbital gap (eV) = 8.457
- net charge = 0
- E_HOMO (eV) = -9.3052

Positions of all 26 atoms, in Å:
Br  2.151  2.424  0.249
O  5.713  -1.260  -0.392
O  4.042  -2.556  0.043
N  4.555  -1.450  -0.202
N  -0.895  -0.475  1.107
C  -0.669  1.080  -0.870
C  1.299  0.574  -0.095
C  -0.476  -0.689  2.479
C  3.694  -0.425  -0.239
C  -2.039  0.453  -1.378
C  0.610  0.530  -1.464
C  2.352  -0.443  -0.055
C  -0.306  0.720  0.564
H  4.109  0.541  -0.289
H  -0.315  1.508  1.336
H  -2.631  0.152  -0.537
H  -0.654  -1.256  0.499
H  2.055  -1.488  0.120
H  -0.777  -1.739  2.642
H  0.531  -0.421  -1.769
H  0.540  -0.485  2.613
H  -0.702  2.182  -0.878
H  -1.172  -0.181  3.096
H  1.206  1.175  -2.191
H  -1.818  -0.397  -1.954
H  -2.645  1.113  -2.004

---

Number 1: calculated total energy -3393.277795 hartree. Number 2: calculated total energy -159.567373 hartree. Number 3: calculated total energy -307.658057 hartree. Number 4: calculated total energy -4239.813782 hartree. Number 5: calculated total energy -244.667915 hartree. Number 6: calculated total energy -403.475862 hartree. Number 7: calculated total energy -358.033355 hartree. Number 8: calculated total energy -2976.278450 hartree. Number 9: calculated total energy -3026.894454 hartree. Number 10: calculated total energy -3146.432538 hartree.